{
  "formula": "C4H11NOS",
  "method": "ωB97M-V with the def2-TZVPD basis set",
  "species": ["H", "H", "H", "H", "H", "H", "H", "S", "H", "C", "C", "O", "H", "H", "C", "C", "N", "H"],
  "positions_angstrom": [[-0.04025, 0.04583, 1.10324], [-0.94806, -1.82244, 0.89430], [0.96509, 0.05257, -1.50804], [0.87195, 2.18281, -0.80464], [-1.66634, -2.45605, -0.43416], [3.02664, 0.23879, -0.48574], [0.72147, 2.43665, 0.87129], [-1.82001, 0.03563, -0.49615], [0.63595, -1.34815, -0.56557], [-1.80280, -1.62480, 0.33999], [1.06783, -0.39643, -0.57956], [-2.75592, 0.93275, 0.22357], [2.68085, -1.15034, 0.38816], [-0.74878, 2.41029, -0.21419], [-0.11254, 0.41157, 0.13102], [0.25638, 1.94631, -0.02642], [2.35673, -0.24240, 0.06737], [-2.68820, -1.65260, 1.09554]],
  "forces_ev_per_a": [[-0.4608, 0.0228, 2.0686], [1.7599, 0.4119, 1.4292], [0.7415, 0.1776, -2.3772], [1.6388, 0.1250, -2.4002], [-1.3295, 1.0720, 0.8029], [0.5064, 0.0879, -0.3979], [-0.6961, -0.7884, -0.5919], [1.1606, -0.6640, 0.4909], [0.3971, -2.0940, -0.4262], [-2.1611, -0.7192, -0.7751], [-1.9661, 1.6644, 1.6454], [0.0657, -0.1510, 0.1153], [0.2957, 0.4993, -0.1846], [1.0244, 0.2709, 0.3091], [2.5433, 1.7968, -1.4807], [-3.4996, -0.6015, 3.0480], [-1.2610, -0.8668, 0.6022], [1.2406, -0.2435, -1.8778]],
  "nbo_charge": [0.21, 0.21, 0.18, 0.20, 0.23, 0.37, 0.23, 1.23, 0.18, -0.84, -0.22, -0.96, 0.37, 0.23, -0.40, -0.63, -0.85, 0.26],
  "max_force_ev_per_a": 4.68,
  "de_lowest_kcal_mol": 69.8,
  "homo_lumo_gap_ha": 0.3586,
  "e_tot_ha": -687.098095,
  "total_charge": 0,
  "homo_ha": -0.3300
}